Entry 1:
{"formula": "C29H36N6OPPt", "method": "ωB97M-V/def2-TZVPD", "lumo_energy_ev": -2.785, "de_lowest_kcal_mol": 9.65, "fmax_ev_per_a": 1.39, "total_charge": 1, "homo_lumo_gap_ev": 7.07, "species": ["Pt", "C", "C", "C", "P", "C", "C", "C", "C", "C", "C", "C", "C", "C", "C", "N", "C", "C", "C", "C", "C", "C", "C", "C", "C", "H", "H", "H", "H", "H", "H", "H", "H", "H", "H", "H", "H", "H", "H", "H", "H", "H", "H", "H", "H", "H", "H", "H", "H", "H", "H", "H", "H", "H", "H", "H", "N", "C", "N", "C", "N", "C", "C", "N", "C", "C", "N", "H", "H", "H", "H", "H", "O", "C"], "coordinates": [[-0.99, 0.14, 1.12], [-1.58, -2.70, -1.60], [-2.79, -1.81, -1.29], [-3.80, -1.81, -2.44], [-2.19, -0.15, -0.80], [-3.59, 1.03, -0.92], [-4.73, 0.62, 0.01], [-3.10, 2.44, -0.61], [-1.01, 0.37, -2.03], [-1.32, 0.53, -3.39], [-0.36, 0.93, -4.29], [-0.67, 1.13, -5.76], [0.94, 1.16, -3.79], [1.25, 1.00, -2.46], [0.26, 0.61, -1.54], [0.49, 0.47, -0.19], [1.79, 0.72, 0.34], [2.73, -0.32, 0.41], [2.39, -1.68, -0.13], [3.98, -0.06, 0.96], [4.33, 1.20, 1.42], [5.69, 1.46, 2.01], [3.39, 2.22, 1.32], [2.12, 2.00, 0.79], [1.12, 3.13, 0.70], [-1.89, -3.73, -1.73], [-0.82, -2.65, -0.81], [-1.10, -2.37, -2.53], [-3.29, -2.20, -0.39], [-3.31, -1.58, -3.39], [-4.63, -1.12, -2.29], [-4.21, -2.82, -2.52], [-3.92, 1.00, -1.96], [-4.41, 0.62, 1.05], [-5.12, -0.37, -0.22], [-5.56, 1.33, -0.07], [-2.72, 2.51, 0.42], [-3.92, 3.15, -0.71], [-2.29, 2.75, -1.28], [-2.33, 0.36, -3.75], [-1.75, 1.15, -5.93], [-0.24, 0.33, -6.36], [-0.25, 2.07, -6.12], [1.72, 1.46, -4.48], [2.26, 1.19, -2.11], [1.40, -2.00, 0.18], [3.12, -2.42, 0.20], [2.39, -1.67, -1.22], [4.70, -0.87, 1.03], [6.46, 0.88, 1.49], [5.72, 1.16, 3.06], [5.96, 2.51, 1.96], [3.66, 3.23, 1.65], [1.45, 3.98, 1.29], [0.14, 2.81, 1.04], [1.01, 3.47, -0.33], [1.56, 1.14, 4.56], [0.73, 1.55, 3.61], [0.34, 0.52, 2.91], [0.98, -0.55, 3.50], [1.73, -0.20, 4.50], [0.81, -1.95, 3.07], [1.59, -2.99, 3.58], [1.40, -4.24, 3.19], [0.42, -4.46, 2.31], [-0.36, -3.42, 1.82], [-0.15, -2.17, 2.20], [2.03, 1.68, 5.27], [0.44, 2.58, 3.46], [2.38, -2.79, 4.30], [0.27, -5.48, 1.99], [-1.16, -3.60, 1.12], [-3.18, -0.38, 3.18], [-2.40, -0.05, 2.43]]}

Entry 2:
{"formula": "C29H37Br4F3N2O6SSi2TeY", "method": "ωB97M-V/def2-TZVPD", "lumo_energy_ev": 1.805, "de_lowest_kcal_mol": 14.02, "fmax_ev_per_a": 0.43, "total_charge": -1, "homo_lumo_gap_ev": 6.45, "species": ["Y", "O", "N", "C", "C", "C", "C", "C", "S", "H", "H", "H", "H", "Br", "C", "C", "Br", "C", "Br", "C", "O", "C", "O", "C", "Br", "C", "C", "C", "O", "C", "O", "O", "H", "H", "H", "H", "H", "H", "H", "F", "C", "F", "F", "C", "C", "C", "N", "C", "C", "H", "H", "H", "H", "C", "Si", "C", "C", "C", "Te", "C", "Si", "C", "C", "C", "H", "H", "H", "H", "H", "H", "H", "H", "H", "H", "H", "H", "H", "H", "H", "H", "H", "H", "H", "H", "H", "H"], "coordinates": [[0.36, 0.04, -0.13], [-1.19, -0.20, -1.82], [-1.74, 0.82, -2.48], [-2.95, 0.60, -3.03], [-3.58, 1.55, -3.78], [-2.92, 2.77, -3.97], [-1.70, 2.98, -3.40], [-1.06, 2.00, -2.61], [0.45, 2.23, -1.88], [-3.35, -0.38, -2.79], [-4.56, 1.34, -4.20], [-3.38, 3.55, -4.57], [-1.18, 3.92, -3.52], [0.62, 4.62, 5.51], [-0.01, 3.56, 4.07], [-1.34, 3.60, 3.69], [-2.57, 4.71, 4.60], [-1.79, 2.81, 2.62], [-3.59, 2.78, 2.06], [-0.91, 1.99, 1.91], [-1.26, 1.21, 0.92], [0.46, 1.95, 2.30], [1.24, 1.14, 1.62], [0.88, 2.72, 3.37], [2.71, 2.57, 3.86], [3.43, -3.16, 0.88], [3.22, -1.66, 0.97], [4.21, -1.01, 1.92], [1.88, -1.44, 1.45], [3.40, -1.04, -0.44], [4.44, -1.25, -1.04], [2.39, -0.35, -0.85], [3.26, -3.61, 1.85], [4.44, -3.37, 0.53], [2.73, -3.60, 0.17], [4.15, -1.49, 2.91], [3.99, 0.06, 2.03], [5.22, -1.12, 1.53], [1.87, -0.56, 1.89], [-4.25, -3.10, 4.74], [-4.09, -3.65, 3.53], [-5.29, -3.71, 2.94], [-3.70, -4.92, 3.73], [-3.09, -2.90, 2.69], [-2.11, -2.12, 3.29], [-1.20, -1.49, 2.47], [-1.21, -1.61, 1.14], [-2.16, -2.35, 0.58], [-3.13, -3.02, 1.31], [-2.07, -1.99, 4.36], [-0.43, -0.85, 2.88], [-2.15, -2.39, -0.50], [-3.89, -3.61, 0.81], [0.22, -5.01, 0.94], [-0.04, -5.69, -0.78], [-1.86, -5.55, -1.26], [0.43, -7.51, -0.76], [1.00, -4.80, -2.08], [0.53, -2.71, -2.24], [-1.13, -2.92, -3.56], [-0.72, -2.41, -5.32], [0.67, -3.48, -5.96], [-2.24, -2.69, -6.38], [-0.23, -0.61, -5.36], [-0.63, -5.29, 1.58], [0.31, -3.92, 0.97], [1.12, -5.42, 1.39], [-2.48, -6.02, -0.49], [-2.07, -6.05, -2.21], [-2.16, -4.51, -1.35], [-0.14, -8.06, 0.00], [1.49, -7.62, -0.52], [0.25, -7.99, -1.73], [0.84, -5.22, -3.08], [2.07, -4.87, -1.88], [-1.91, -2.27, -3.14], [-1.48, -3.96, -3.50], [0.39, -4.54, -5.97], [1.58, -3.38, -5.37], [0.90, -3.19, -6.99], [-2.55, -3.74, -6.37], [-2.06, -2.40, -7.42], [-3.09, -2.09, -6.02], [0.54, -0.37, -4.62], [-1.10, 0.03, -5.17], [0.16, -0.34, -6.35]]}

Entry 3:
{"formula": "C29H37BrF10N3O5PS2", "method": "ωB97M-V/def2-TZVPD", "lumo_energy_ev": -0.118, "fmax_ev_per_a": 2.33, "total_charge": 0, "homo_lumo_gap_ev": 8.21, "smiles": "CCCNc1c2c(cc(S(=O)(=O)C(F)(F)C(F)(F)C(F)(F)F)c1[C@@H](Br)CC)Nc1c(C)cc(P(C)O)c(COC(F)(F)F)c1S2.COC[C@@H](C)N", "species": ["C", "C", "C", "N", "C", "C", "C", "C", "C", "S", "O", "O", "C", "F", "F", "C", "F", "F", "C", "F", "F", "F", "C", "C", "Br", "C", "C", "N", "C", "C", "C", "C", "C", "P", "C", "O", "C", "C", "O", "C", "F", "F", "F", "C", "S", "H", "H", "H", "H", "H", "H", "H", "H", "H", "H", "H", "H", "H", "H", "H", "H", "H", "H", "H", "H", "H", "H", "H", "H", "H", "H", "C", "O", "C", "C", "C", "N", "H", "H", "H", "H", "H", "H", "H", "H", "H", "H", "H"], "coordinates": [[0.73, 3.56, -2.10], [1.73, 3.27, -0.94], [1.03, 2.73, 0.33], [1.32, 1.34, 0.71], [1.35, 0.42, -0.36], [0.11, 0.07, -0.89], [-0.03, -0.81, -1.94], [1.13, -1.36, -2.45], [2.37, -1.07, -1.93], [3.70, -1.97, -2.72], [3.91, -3.16, -1.97], [4.89, -1.21, -2.96], [3.17, -2.59, -4.41], [4.28, -3.16, -4.90], [2.27, -3.59, -4.32], [2.75, -1.46, -5.43], [2.39, -0.31, -4.85], [3.85, -1.18, -6.17], [1.69, -1.95, -6.47], [0.49, -2.06, -5.88], [1.62, -1.05, -7.46], [2.05, -3.10, -7.03], [2.53, -0.15, -0.88], [3.88, 0.25, -0.30], [4.92, -1.28, 0.38], [4.71, 1.21, -1.24], [6.24, 1.02, -1.12], [-1.30, -1.11, -2.46], [-2.24, -1.52, -1.48], [-2.97, -2.68, -1.68], [-2.83, -3.54, -2.92], [-3.86, -3.07, -0.69], [-4.05, -2.35, 0.46], [-5.25, -3.07, 1.68], [-4.12, -3.62, 3.07], [-6.22, -1.90, 2.35], [-3.34, -1.14, 0.66], [-3.50, -0.26, 1.89], [-4.76, 0.44, 1.96], [-4.88, 1.47, 1.11], [-5.94, 2.20, 1.52], [-5.16, 1.09, -0.15], [-3.82, 2.30, 1.10], [-2.44, -0.76, -0.34], [-1.43, 0.73, -0.24], [-0.23, 3.84, -1.64], [0.64, 2.72, -2.79], [1.07, 4.47, -2.61], [2.16, 4.24, -0.67], [2.57, 2.66, -1.29], [-0.05, 2.90, 0.25], [1.35, 3.35, 1.18], [2.11, 1.24, 1.33], [1.00, -2.06, -3.28], [3.69, 0.85, 0.60], [4.42, 1.03, -2.28], [4.48, 2.25, -0.98], [6.72, 1.85, -1.66], [6.55, 0.09, -1.59], [6.52, 1.09, -0.06], [-1.26, -1.74, -3.25], [-3.71, -4.18, -3.05], [-2.77, -2.90, -3.82], [-1.90, -4.11, -2.88], [-4.41, -4.00, -0.87], [-4.60, -3.56, 4.05], [-3.71, -4.61, 2.85], [-3.24, -2.96, 3.12], [-5.74, -1.48, 3.07], [-3.48, -0.93, 2.75], [-2.64, 0.40, 2.03], [-2.32, 2.25, 4.24], [-1.43, 1.17, 4.01], [-0.08, 1.56, 3.82], [0.71, 1.79, 5.11], [0.40, 3.12, 5.79], [0.51, 0.71, 6.08], [-2.05, 3.14, 3.67], [-2.38, 2.49, 5.30], [-3.32, 1.93, 3.92], [0.38, 0.73, 3.28], [-0.02, 2.43, 3.15], [1.77, 1.81, 4.84], [-0.57, 3.11, 6.29], [1.15, 3.34, 6.55], [0.41, 3.94, 5.07], [0.80, -0.17, 5.66], [-0.50, 0.59, 6.20]]}

Entry 4:
{"formula": "C29H37F3O27", "method": "ωB97M-V/def2-TZVPD", "lumo_energy_ev": -0.092, "fmax_ev_per_a": 1.88, "total_charge": 0, "homo_lumo_gap_ev": 10.72, "smiles": "O=C1OC[C@@H](F)O1.O=C1OC[C@@H](F)O1.O=C1OC[C@@H](F)O1.C[C@H]1COC(=O)O1.C[C@H]1COC(=O)O1.O=C1OCCO1.O=C1OCCO1.O=C1OCCO1.O=C1OCCO1", "species": ["O", "C", "O", "C", "C", "F", "O", "H", "H", "H", "O", "C", "O", "C", "C", "F", "O", "H", "H", "H", "O", "C", "O", "C", "C", "F", "O", "H", "H", "H", "C", "C", "C", "O", "C", "O", "O", "H", "H", "H", "H", "H", "H", "C", "C", "C", "O", "C", "O", "O", "H", "H", "H", "H", "H", "H", "O", "C", "O", "C", "C", "O", "H", "H", "H", "H", "O", "C", "O", "C", "C", "O", "H", "H", "H", "H", "O", "C", "O", "C", "C", "O", "H", "H", "H", "H", "O", "C", "O", "C", "C", "O", "H", "H", "H", "H"], "coordinates": [[4.90, -7.34, 2.58], [3.97, -6.81, 2.07], [3.81, -6.56, 0.76], [2.88, -5.49, 0.64], [1.99, -5.79, 1.83], [1.06, -6.75, 1.55], [2.92, -6.27, 2.76], [3.38, -4.53, 0.77], [2.33, -5.51, -0.30], [1.48, -4.88, 2.16], [-6.65, -0.83, -2.22], [-5.60, -1.37, -2.05], [-4.62, -1.40, -2.99], [-3.56, -2.24, -2.48], [-3.88, -2.34, -1.01], [-3.31, -1.26, -0.36], [-5.27, -2.15, -1.01], [-3.55, -3.22, -2.97], [-2.64, -1.72, -2.72], [-3.57, -3.29, -0.58], [1.67, -2.98, -0.30], [1.10, -1.95, -0.24], [-0.16, -1.74, -0.69], [-0.32, -0.31, -0.91], [0.60, 0.20, 0.15], [-0.01, 0.19, 1.39], [1.61, -0.78, 0.21], [0.00, -0.10, -1.93], [-1.36, -0.03, -0.78], [0.94, 1.23, 0.01], [-1.95, -3.06, 2.52], [-3.20, -2.19, 2.61], [-3.87, -2.20, 3.98], [-3.92, -0.82, 4.36], [-3.15, -0.09, 3.53], [-2.89, 1.06, 3.63], [-2.75, -0.84, 2.48], [-1.16, -2.60, 3.12], [-1.52, -3.02, 1.52], [-2.18, -4.09, 2.80], [-3.96, -2.40, 1.86], [-3.15, -2.69, 4.65], [-4.87, -2.61, 4.11], [-1.45, 5.72, 2.07], [-1.35, 5.50, 0.57], [0.04, 5.63, -0.06], [0.15, 4.43, -0.83], [-0.82, 3.57, -0.49], [-0.89, 2.43, -0.86], [-1.68, 4.14, 0.34], [-0.81, 5.07, 2.66], [-2.48, 5.64, 2.42], [-1.06, 6.71, 2.32], [-2.07, 6.15, 0.06], [0.85, 5.70, 0.68], [0.13, 6.49, -0.71], [-1.79, 0.57, -2.99], [-1.73, 0.29, -4.14], [-2.12, -0.92, -4.61], [-2.13, -0.92, -6.03], [-1.17, 0.22, -6.33], [-1.31, 1.06, -5.17], [-1.78, -1.85, -6.47], [-3.15, -0.74, -6.36], [-1.46, 0.77, -7.22], [-0.12, -0.05, -6.47], [1.75, 2.37, 6.24], [0.96, 2.74, 5.43], [-0.17, 3.42, 5.71], [-0.75, 3.90, 4.51], [-0.08, 3.04, 3.41], [1.01, 2.44, 4.12], [-1.82, 3.68, 4.55], [-0.61, 4.98, 4.46], [0.33, 3.68, 2.63], [-0.83, 2.30, 3.13], [4.13, 0.81, -4.97], [3.35, 1.30, -4.22], [2.11, 1.68, -4.59], [1.32, 1.79, -3.39], [2.39, 2.12, -2.39], [3.49, 1.40, -2.89], [0.54, 2.54, -3.50], [0.86, 0.82, -3.17], [2.12, 1.81, -1.38], [2.61, 3.19, -2.31], [8.00, 0.18, -0.15], [6.86, -0.09, 0.03], [6.38, -1.17, 0.69], [4.97, -1.03, 0.79], [4.62, -0.04, -0.31], [5.85, 0.63, -0.49], [4.47, -1.98, 0.61], [4.68, -0.67, 1.78], [3.80, 0.61, -0.01], [4.32, -0.52, -1.25]]}

Entry 5:
{"formula": "C29H37GeO5RuS2", "method": "ωB97M-V/def2-TZVPD", "lumo_energy_ev": [0.425, 0.423], "de_lowest_kcal_mol": 16.67, "fmax_ev_per_a": 1.55, "total_charge": 0, "multiplicity": 2, "homo_lumo_gap_ev": [7.10, 6.93], "species": ["Ru", "C", "O", "C", "C", "C", "C", "C", "C", "O", "C", "O", "C", "H", "H", "H", "H", "H", "H", "H", "H", "H", "O", "S", "C", "C", "C", "C", "S", "O", "C", "C", "C", "C", "C", "C", "C", "C", "C", "C", "C", "C", "H", "H", "H", "H", "H", "H", "H", "H", "H", "H", "H", "H", "H", "H", "H", "H", "H", "H", "C", "Ge", "C", "C", "C", "H", "H", "H", "H", "H", "H", "H", "H", "H", "H"], "coordinates": [[-0.82, 0.49, 0.76], [3.49, 5.77, -0.94], [2.30, 6.33, -0.41], [1.26, 5.50, -0.19], [0.10, 6.12, 0.32], [-0.99, 5.35, 0.57], [-1.02, 3.95, 0.34], [-2.22, 3.22, 0.64], [-3.44, 3.94, 1.14], [-2.34, 1.98, 0.50], [0.16, 3.32, -0.18], [0.24, 2.07, -0.45], [1.30, 4.15, -0.42], [4.18, 6.59, -1.07], [3.30, 5.29, -1.91], [3.92, 5.04, -0.26], [0.11, 7.19, 0.50], [-1.88, 5.84, 0.96], [-3.79, 4.69, 0.43], [-3.23, 4.45, 2.09], [-4.23, 3.21, 1.30], [2.19, 3.65, -0.79], [1.17, -0.62, 0.28], [2.28, -0.54, -0.73], [1.55, -0.05, -2.32], [0.31, -0.87, -2.65], [-0.55, -0.21, -3.74], [-1.50, 0.85, -3.17], [-3.09, 0.26, -2.56], [-2.61, -0.48, -1.14], [-2.43, -1.86, -1.05], [-2.05, -2.30, 0.21], [-1.79, -3.64, 0.42], [-1.89, -4.55, -0.63], [-2.30, -4.10, -1.88], [-2.58, -2.75, -2.10], [2.62, -2.25, -1.18], [3.64, -2.54, -2.07], [3.90, -3.86, -2.39], [3.14, -4.88, -1.81], [2.13, -4.57, -0.91], [1.87, -3.25, -0.59], [2.34, -0.16, -3.07], [1.31, 1.00, -2.17], [-0.28, -0.95, -1.73], [0.59, -1.88, -2.94], [-1.12, -0.98, -4.26], [0.10, 0.26, -4.48], [-1.81, 1.57, -3.95], [-1.04, 1.41, -2.36], [-1.99, -1.59, 1.03], [-1.51, -3.99, 1.40], [-1.68, -5.60, -0.48], [-2.39, -4.79, -2.70], [-2.91, -2.40, -3.07], [4.24, -1.74, -2.51], [4.70, -4.11, -3.08], [3.35, -5.91, -2.06], [1.55, -5.36, -0.46], [1.08, -2.97, 0.11], [-0.40, -0.07, 5.66], [-0.39, -0.98, 3.93], [-1.91, -2.21, 3.87], [1.22, -2.10, 3.88], [-0.40, 0.33, 2.52], [-0.39, -0.81, 6.46], [-1.29, 0.55, 5.77], [0.48, 0.57, 5.76], [-1.91, -2.82, 4.77], [-1.85, -2.87, 3.00], [-2.86, -1.67, 3.82], [1.29, -2.67, 4.81], [2.12, -1.49, 3.79], [1.19, -2.79, 3.04], [0.14, 1.26, 2.79]]}

Entry 6:
{"formula": "C29H37HgN4O3PS3", "method": "ωB97M-V/def2-TZVPD", "lumo_energy_ev": [-2.594, -3.801], "de_lowest_kcal_mol": 3.46, "fmax_ev_per_a": 0.81, "total_charge": 1, "multiplicity": 2, "homo_lumo_gap_ev": [6.76, 6.94], "species": ["Hg", "O", "S", "C", "C", "C", "C", "S", "O", "C", "C", "C", "C", "C", "C", "C", "C", "C", "C", "C", "C", "H", "H", "H", "H", "H", "H", "H", "H", "H", "H", "H", "H", "H", "H", "H", "H", "H", "H", "O", "H", "H", "N", "C", "C", "C", "C", "N", "C", "C", "H", "H", "H", "H", "S", "C", "N", "C", "C", "C", "N", "H", "H", "H", "H", "C", "P", "C", "C", "H", "H", "H", "H", "H", "H", "H", "H", "H"], "coordinates": [[0.83, 0.69, 0.30], [-1.37, 0.68, 1.66], [-2.67, 1.26, 2.14], [-3.10, 0.40, 3.66], [-3.34, -1.09, 3.54], [-2.15, -1.84, 2.96], [-0.97, -1.83, 3.90], [0.55, -2.59, 3.26], [1.12, -1.52, 2.37], [-0.13, -3.86, 2.22], [-0.50, -3.57, 0.91], [-0.97, -4.59, 0.10], [-1.06, -5.88, 0.60], [-0.67, -6.16, 1.90], [-0.19, -5.15, 2.71], [-3.96, 0.56, 1.13], [-3.61, -0.28, 0.08], [-4.62, -0.84, -0.69], [-5.95, -0.55, -0.43], [-6.28, 0.31, 0.60], [-5.29, 0.88, 1.38], [-3.99, 0.91, 4.03], [-2.29, 0.66, 4.35], [-4.22, -1.26, 2.92], [-3.59, -1.48, 4.53], [-1.87, -1.38, 2.01], [-2.45, -2.88, 2.76], [-1.20, -2.32, 4.84], [-0.61, -0.82, 4.10], [-0.42, -2.55, 0.55], [-1.27, -4.37, -0.91], [-1.42, -6.67, -0.04], [-0.72, -7.18, 2.27], [0.13, -5.36, 3.72], [-2.57, -0.48, -0.11], [-4.36, -1.51, -1.51], [-6.72, -0.99, -1.03], [-7.31, 0.55, 0.80], [-5.54, 1.56, 2.17], [-2.68, 2.94, -0.20], [-2.45, 2.72, -1.10], [-1.96, 3.53, 0.08], [6.33, 1.66, -5.90], [5.66, 1.79, -4.99], [4.81, 1.95, -3.84], [5.36, 2.02, -2.56], [4.49, 2.17, -1.49], [3.17, 2.25, -1.62], [2.66, 2.20, -2.85], [3.43, 2.05, -3.99], [6.42, 1.95, -2.41], [4.88, 2.23, -0.49], [1.58, 2.28, -2.92], [2.98, 2.01, -4.97], [0.77, 3.98, 0.09], [0.61, 4.62, -1.43], [1.37, 5.71, -1.78], [1.33, 6.31, -2.99], [0.47, 5.83, -3.93], [-0.31, 4.72, -3.53], [-0.25, 4.14, -2.37], [1.99, 6.06, -1.05], [1.98, 7.15, -3.13], [0.40, 6.26, -4.91], [-1.03, 4.30, -4.23], [2.84, -3.22, 0.33], [2.51, -1.44, 0.11], [3.05, -1.23, -1.62], [3.84, -0.63, 1.05], [3.84, -3.42, -0.07], [2.11, -3.82, -0.21], [2.82, -3.49, 1.38], [4.08, -1.57, -1.76], [2.97, -0.19, -1.91], [2.40, -1.82, -2.27], [4.81, -0.96, 0.68], [3.74, -0.89, 2.11], [3.76, 0.45, 0.96]]}